[1]
Below is a cluster of 11 separate species, C44H55F33O22 in total at a distorted geometry, with properties calculated with wB97M-V/def2-TZVPD.

Lowest unoccupied orbital energy, eV: 0.0024
SMILES: CCOC(=O)C(F)(F)F.CCOC(=O)C(F)(F)F.CCOC(=O)C(F)(F)F.CCOC(=O)C(F)(F)F.CCOC(=O)C(F)(F)F.CCOC(=O)C(F)(F)F.CCOC(=O)C(F)(F)F.CCOC(=O)C(F)(F)F.CCOC(=O)C(F)(F)F.CCOC(=O)C(F)(F)F.CCOC(=O)C(F)(F)F
Gap between HOMO and LUMO, eV: 11.078
Maximum force, eV Å⁻¹: 8.26
HOMO level, Eh: -0.4070

```
! RIJCOSX wB97M-V def2-TZVPD def2/J DEFGRID3
* xyz 0 1
C 15.93 -5.96 -2.59
C 15.31 -7.36 -2.69
O 14.23 -7.76 -1.78
C 14.42 -7.94 -0.41
O 15.53 -7.81 0.08
C 13.18 -8.36 0.42
F 13.47 -9.52 0.96
F 13.02 -7.40 1.38
F 12.11 -8.38 -0.36
H 16.77 -5.83 -3.27
H 16.26 -5.67 -1.59
H 15.27 -5.15 -2.89
H 16.16 -7.96 -2.36
H 15.16 -7.59 -3.74
C 16.30 -11.81 1.19
C 15.89 -12.30 -0.21
O 14.48 -12.42 -0.15
C 13.86 -12.92 -1.22
O 14.37 -13.28 -2.26
C 12.40 -13.17 -1.05
F 12.03 -12.82 0.21
F 11.70 -12.65 -2.04
F 12.20 -14.45 -1.10
H 17.36 -11.60 1.31
H 16.21 -12.59 1.95
H 15.53 -11.14 1.59
H 16.49 -13.15 -0.54
H 16.14 -11.57 -0.98
C 13.34 -3.20 0.74
C 14.21 -4.04 1.66
O 15.54 -3.54 1.51
C 16.55 -4.06 2.25
O 16.38 -4.88 3.19
C 17.95 -3.62 1.87
F 17.81 -2.69 0.92
F 18.50 -3.05 2.93
F 18.77 -4.61 1.48
H 13.91 -2.94 -0.16
H 13.20 -2.26 1.27
H 12.39 -3.61 0.39
H 14.20 -5.12 1.51
H 13.80 -3.82 2.65
C 20.21 0.87 -5.98
C 20.19 -0.64 -6.25
O 19.41 -1.36 -5.31
C 18.39 -2.26 -5.67
O 17.95 -2.39 -6.84
C 17.93 -3.21 -4.50
F 18.67 -3.12 -3.41
F 16.65 -2.91 -4.18
F 17.95 -4.46 -4.89
H 20.21 1.13 -4.92
H 19.29 1.40 -6.25
H 21.01 1.42 -6.48
H 21.21 -0.88 -5.98
H 20.09 -1.00 -7.28
C 15.05 -10.31 -7.27
C 15.51 -10.54 -5.84
O 16.52 -11.59 -5.92
C 17.11 -12.10 -4.79
O 16.89 -11.69 -3.64
C 18.10 -13.21 -5.02
F 19.15 -12.98 -4.29
F 17.58 -14.40 -4.59
F 18.55 -13.29 -6.26
H 14.26 -9.56 -7.16
H 14.60 -11.17 -7.76
H 15.88 -9.96 -7.87
H 14.71 -10.70 -5.11
H 15.88 -9.57 -5.50
C 24.09 -6.83 -4.24
C 23.05 -5.83 -4.68
O 23.52 -4.64 -4.22
C 22.75 -3.58 -4.22
O 21.54 -3.69 -4.29
C 23.47 -2.29 -3.69
F 23.38 -2.30 -2.41
F 24.79 -2.35 -4.03
F 22.90 -1.17 -4.17
H 24.22 -6.85 -3.16
H 25.13 -6.63 -4.52
H 23.84 -7.81 -4.63
H 22.11 -6.21 -4.31
H 22.96 -5.72 -5.76
C 23.08 -8.66 1.19
C 22.32 -9.90 1.69
O 23.25 -10.80 2.12
C 23.84 -11.71 1.25
O 23.47 -11.74 0.05
C 24.98 -12.44 1.76
F 26.12 -11.82 1.56
F 24.98 -12.56 3.09
F 25.14 -13.71 1.27
H 23.84 -8.34 1.89
H 22.28 -7.93 1.01
H 23.60 -8.99 0.29
H 21.65 -10.33 0.95
H 21.58 -9.58 2.43
C 18.75 -10.10 -0.69
C 18.90 -9.55 -2.11
O 19.06 -8.22 -1.92
C 20.27 -7.59 -2.00
O 21.29 -8.24 -2.31
C 20.18 -6.03 -1.66
F 19.92 -5.75 -0.44
F 21.40 -5.58 -1.91
F 19.19 -5.55 -2.42
H 18.07 -9.48 -0.11
H 19.75 -10.06 -0.25
H 18.53 -11.17 -0.80
H 17.97 -9.60 -2.67
H 19.69 -10.14 -2.59
C 23.47 -5.12 0.97
C 22.66 -3.90 0.58
O 22.72 -2.78 1.47
C 21.85 -1.73 1.38
O 21.00 -1.56 0.55
C 22.11 -0.67 2.53
F 23.13 0.00 2.24
F 21.15 0.15 2.60
F 22.52 -1.24 3.69
H 24.27 -4.84 1.65
H 23.93 -5.57 0.08
H 22.78 -5.85 1.39
H 21.66 -4.24 0.33
H 23.04 -3.63 -0.40
C 18.32 -8.57 3.55
C 16.98 -8.26 2.91
O 15.98 -8.09 3.88
C 15.13 -8.99 4.16
O 15.09 -10.13 3.65
C 14.17 -8.45 5.23
F 12.97 -8.30 4.54
F 13.83 -9.35 6.20
F 14.49 -7.31 5.75
H 19.20 -8.46 2.91
H 18.33 -9.58 3.95
H 18.66 -7.81 4.26
H 16.72 -8.80 1.99
H 17.03 -7.23 2.56
C 17.53 -6.79 -7.75
C 17.55 -7.21 -6.34
O 18.22 -8.47 -6.08
C 19.52 -8.46 -6.04
O 20.18 -7.38 -5.90
C 20.18 -9.84 -6.05
F 21.53 -9.65 -5.88
F 19.63 -10.45 -4.98
F 19.89 -10.56 -7.15
H 18.49 -6.57 -8.21
H 16.90 -5.90 -7.80
H 17.04 -7.58 -8.33
H 16.53 -7.17 -5.98
H 18.10 -6.38 -5.90
*
```



[2]
Below is a cluster of 8 separate species, C44H55N9O2 in total, with properties calculated with wB97M-V/def2-TZVPD.

Lowest unoccupied orbital energy, eV: 0.6372
SMILES: CCCCCCCCOC(=O)NN.c1ccncc1.c1ccncc1.c1ccncc1.c1ccncc1.c1ccncc1.c1ccncc1.c1ccncc1
Gap between HOMO and LUMO, eV: 9.740
Maximum force, eV Å⁻¹: 0.99
HOMO level, Eh: -0.3345

```
! RIJCOSX wB97M-V def2-TZVPD def2/J DEFGRID3
* xyz 0 1
C 6.28 1.70 5.50
C 4.89 1.42 4.92
C 4.78 1.94 3.48
C 4.34 3.42 3.28
C 4.13 4.32 4.52
C 2.65 4.59 4.86
C 1.95 3.52 5.70
C 1.36 2.37 4.87
O 0.06 1.96 5.34
C -0.97 2.37 4.56
O -1.12 3.51 4.22
N -1.81 1.28 4.22
N -3.17 1.73 4.10
H 6.53 1.07 6.36
H 6.39 2.75 5.81
H 7.05 1.52 4.74
H 4.79 0.33 4.91
H 4.12 1.82 5.58
H 5.75 1.79 3.00
H 4.09 1.30 2.93
H 3.40 3.43 2.71
H 5.08 3.90 2.62
H 4.65 3.94 5.40
H 4.58 5.29 4.30
H 2.60 5.54 5.40
H 2.10 4.75 3.92
H 1.11 3.99 6.23
H 2.65 3.12 6.44
H 1.27 2.69 3.83
H 1.99 1.48 4.93
H -1.52 0.91 3.32
H -3.73 0.96 4.45
H -3.39 1.85 3.12
C -6.70 0.68 5.20
C -6.32 2.01 5.19
C -7.24 2.96 5.60
N -8.48 2.66 6.00
C -8.83 1.38 6.00
C -7.98 0.35 5.61
H -6.01 -0.10 4.88
H -5.33 2.31 4.88
H -6.98 4.01 5.61
H -9.84 1.17 6.32
H -8.32 -0.67 5.63
C -0.84 0.26 -1.55
C -2.06 0.82 -1.20
C -2.33 1.03 0.14
N -1.48 0.71 1.12
C -0.31 0.17 0.77
C 0.05 -0.07 -0.55
H -0.60 0.07 -2.59
H -2.80 1.09 -1.95
H -3.27 1.46 0.47
H 0.36 -0.07 1.58
H 1.01 -0.52 -0.78
C -0.83 -4.56 -4.36
C -0.04 -3.61 -4.98
C 0.46 -2.57 -4.21
N 0.22 -2.44 -2.91
C -0.54 -3.36 -2.32
C -1.09 -4.44 -3.00
H -1.25 -5.39 -4.92
H 0.19 -3.67 -6.04
H 1.09 -1.81 -4.66
H -0.72 -3.22 -1.26
H -1.70 -5.16 -2.47
C -7.97 2.02 -0.29
C -6.93 2.39 -1.12
C -5.72 2.75 -0.55
N -5.51 2.78 0.77
C -6.52 2.44 1.56
C -7.77 2.05 1.08
H -8.93 1.73 -0.70
H -7.04 2.38 -2.20
H -4.88 3.04 -1.17
H -6.33 2.47 2.62
H -8.56 1.78 1.77
C 7.07 -3.00 8.10
C 7.88 -2.64 7.03
C 7.29 -2.09 5.91
N 5.98 -1.89 5.79
C 5.21 -2.24 6.82
C 5.70 -2.80 7.99
H 7.49 -3.43 8.99
H 8.95 -2.78 7.07
H 7.89 -1.79 5.06
H 4.15 -2.07 6.69
H 5.03 -3.06 8.79
C 3.18 -3.47 -10.19
C 2.12 -2.69 -9.79
C 1.39 -3.09 -8.67
N 1.66 -4.19 -7.97
C 2.69 -4.93 -8.38
C 3.48 -4.62 -9.48
H 3.77 -3.20 -11.06
H 1.85 -1.79 -10.32
H 0.55 -2.50 -8.32
H 2.89 -5.82 -7.79
H 4.30 -5.26 -9.76
C -1.26 -3.12 -13.67
C -0.46 -2.16 -14.27
C 0.04 -1.13 -13.49
N -0.21 -1.01 -12.18
C -0.98 -1.93 -11.62
C -1.53 -3.00 -12.31
H -1.67 -3.94 -14.24
H -0.23 -2.21 -15.32
H 0.68 -0.37 -13.92
H -1.17 -1.81 -10.56
H -2.15 -3.73 -11.80
*
```